C5H14 | ωB97M-V/def2-TZVPD

Each line ends with the Löwdin charge.
Geometry (Å):
1 C 0.660 -1.583 0.541  -0.319
2 C 0.134 -1.821 1.936  -0.137
3 C -0.337 -2.013 -0.540  -0.126
4 H 0.934 -0.549 0.364  0.083
5 H 1.593 -2.140 0.419  0.100
6 H 0.744 -1.311 2.660  0.057
7 H -0.012 -2.824 2.314  0.069
8 H -0.323 -3.109 -0.588  0.071
9 H -1.302 -1.527 -0.411  0.068
10 H -0.809 -1.317 2.175  0.070
11 H 0.072 -1.752 -1.524  0.064
12 C -0.888 2.216 -0.965  -0.171
13 C 0.529 2.743 -0.897  -0.178
14 H -1.575 3.022 -1.210  0.063
15 H -1.011 1.361 -1.621  0.055
16 H -1.199 1.804 -0.006  0.057
17 H 0.586 3.680 -0.345  0.059
18 H 1.272 2.097 -0.429  0.053
19 H 0.933 3.022 -1.872  0.061

Results
- ΔE to the lowest compared entry with this formula, charge and spin (eV) = 0.3231
- Kohn-Sham gap (eV) = 12.562
- multiplicity = 1
- total charge = 0
- E_LUMO (eV) = 1.11
- DFT total energy (a.u.) = -198.87728

=====

C5H14 | ωB97M-V/def2-TZVPD

Each line ends with the Löwdin charge.
Geometry (Å):
1 C 0.547 0.903 -0.644  -0.280
2 C 1.112 2.310 -0.470  -0.140
3 C 0.390 0.745 -2.229  -0.104
4 H 1.257 0.109 -0.435  0.095
5 H -0.412 0.715 -0.197  0.050
6 H 0.966 2.688 0.565  0.066
7 H 0.603 3.131 -0.975  0.068
8 H -0.598 0.295 -2.373  0.061
9 H 0.454 1.666 -2.787  0.052
10 H 2.191 2.315 -0.585  0.070
11 H 1.161 0.035 -2.527  0.059
12 C -0.882 -2.641 1.424  -0.154
13 C -0.959 -1.136 1.720  -0.175
14 H -0.719 -3.215 2.324  0.053
15 H -1.871 -2.922 1.060  0.065
16 H -0.058 -2.885 0.749  0.060
17 H -0.219 -0.526 2.241  0.067
18 H -1.874 -1.073 2.312  0.061
19 H -1.089 -0.514 0.824  0.025

Results
- ΔE to the lowest compared entry with this formula, charge and spin (eV) = 0.9824
- Kohn-Sham gap (eV) = 11.810
- multiplicity = 1
- total charge = 0
- E_LUMO (eV) = 1.11
- DFT total energy (a.u.) = -198.85305

=====

C5H14 | ωB97M-V/def2-TZVPD

Each line ends with the Löwdin charge.
Geometry (Å):
1 C 1.240 -1.608 -0.341  -0.345
2 C 2.687 -1.874 0.108  -0.160
3 C 1.055 -0.107 -0.513  -0.138
4 H 0.446 -1.941 0.371  0.095
5 H 1.088 -2.520 -1.075  0.130
6 H 3.429 -1.402 -0.627  0.095
7 H 2.877 -1.123 0.919  0.062
8 H 0.154 0.190 -1.075  0.059
9 H 2.844 -2.825 0.640  0.070
10 H 1.845 0.286 -1.193  0.078
11 H 1.217 0.420 0.397  0.058
12 C -2.463 1.789 -0.368  -0.225
13 C -2.236 1.388 0.990  -0.215
14 H -2.018 1.123 -1.121  0.059
15 H -3.487 1.693 -0.770  0.070
16 H -2.281 2.888 -0.478  0.085
17 H -2.689 0.366 1.125  0.086
18 H -1.156 1.161 1.264  0.073
19 H -2.553 2.097 1.747  0.064

Results
- ΔE to the lowest compared entry with this formula, charge and spin (eV) = 1.5420
- Kohn-Sham gap (eV) = 11.699
- multiplicity = 1
- total charge = 0
- E_LUMO (eV) = 1.13
- DFT total energy (a.u.) = -198.83249

=====

C5H14 | ωB97M-V/def2-TZVPD

Each line ends with the Löwdin charge.
Geometry (Å):
1 C -1.067 1.496 -0.383  -0.303
2 C -0.607 1.549 1.090  -0.142
3 C -0.147 2.142 -1.426  -0.107
4 H -1.175 0.407 -0.533  0.084
5 H -2.117 1.823 -0.411  0.096
6 H -0.404 2.546 1.511  0.067
7 H 0.363 1.368 -1.993  0.065
8 H 0.385 1.070 1.241  0.059
9 H -1.171 1.021 1.854  0.061
10 H -0.532 2.906 -2.082  0.059
11 H 0.600 2.705 -0.864  0.064
12 C 0.469 -2.846 -0.243  -0.178
13 C 1.219 -2.171 0.882  -0.174
14 H 1.147 -3.179 -1.037  0.068
15 H -0.053 -3.760 0.034  0.056
16 H -0.344 -2.254 -0.645  0.050
17 H 1.363 -1.128 0.536  0.052
18 H 2.071 -2.698 1.247  0.051
19 H 0.619 -1.798 1.758  0.074

Results
- ΔE to the lowest compared entry with this formula, charge and spin (eV) = 0.8033
- Kohn-Sham gap (eV) = 12.220
- multiplicity = 1
- total charge = 0
- E_LUMO (eV) = 1.11
- DFT total energy (a.u.) = -198.85963

=====

C5H14 | ωB97M-V/def2-TZVPD

Each line ends with the Löwdin charge.
Geometry (Å):
1 C -1.610 0.184 0.321  -0.363
2 C -2.214 -1.157 0.614  -0.156
3 C -0.686 0.546 1.447  -0.144
4 H -1.106 0.191 -0.654  0.067
5 H -2.444 1.022 0.132  0.140
6 H -2.192 -1.599 1.714  0.112
7 H -0.978 0.310 2.406  0.035
8 H 0.180 -0.128 1.434  0.065
9 H -1.590 -1.956 0.057  0.084
10 H -3.181 -1.182 0.023  0.078
11 H -0.316 1.587 1.394  0.086
12 C 1.389 -0.278 -1.154  -0.111
13 C 2.573 0.833 -1.094  -0.109
14 H 1.340 -0.749 -0.251  0.019
15 H 0.526 0.020 -1.460  -0.033
16 H 1.773 -0.959 -1.930  0.076
17 H 2.361 1.374 -0.105  0.073
18 H 3.554 0.355 -1.063  0.052
19 H 2.620 1.586 -1.832  0.028

Results
- ΔE to the lowest compared entry with this formula, charge and spin (eV) = 1.8218
- Kohn-Sham gap (eV) = 11.847
- multiplicity = 1
- total charge = 0
- E_LUMO (eV) = 1.17
- DFT total energy (a.u.) = -198.82221

=====

C5H14 | ωB97M-V/def2-TZVPD

Each line ends with the Löwdin charge.
Geometry (Å):
1 C -0.858 -1.923 1.517  -0.130
2 C -2.207 -1.309 2.050  -0.144
3 H -0.247 -1.110 1.172  0.029
4 H -0.500 -2.524 2.255  0.022
5 H -1.276 -2.538 0.715  0.069
6 H -3.040 -1.912 2.051  0.026
7 H -2.459 -0.567 1.343  0.035
8 H -1.848 -0.809 3.014  0.092
9 C 0.889 0.603 -0.839  -0.282
10 C -0.010 1.464 -1.767  -0.124
11 C 2.313 1.245 -1.011  -0.117
12 H 0.501 0.517 0.161  0.062
13 H 0.856 -0.457 -1.250  0.116
14 H 0.575 1.671 -2.596  0.040
15 H 2.756 1.128 -1.998  0.067
16 H 2.326 2.288 -0.933  0.048
17 H -0.499 2.295 -1.151  0.105
18 H -0.829 0.933 -2.087  0.025
19 H 2.927 0.604 -0.398  0.060

Results
- ΔE to the lowest compared entry with this formula, charge and spin (eV) = 1.5818
- Kohn-Sham gap (eV) = 12.123
- multiplicity = 1
- total charge = 0
- E_LUMO (eV) = 1.09
- DFT total energy (a.u.) = -198.83103

=====

C5H14BN3O3 | ωB97M-V/def2-TZVPD

Each line ends with the Löwdin charge.
Geometry (Å):
1 B 0.118 1.908 -0.848  -0.428
2 C 1.100 1.510 0.347  0.013
3 C -2.145 2.529 0.120  -0.090
4 C -0.976 3.053 -0.798  -0.137
5 C -0.044 -2.254 -0.851  -0.197
6 C 0.027 -2.822 0.567  -0.161
7 N 1.482 -2.773 2.493  -0.003
8 N -0.194 -0.851 -0.917  0.117
9 N 0.305 -0.277 -1.912  -0.322
10 O 0.033 1.046 -1.932  0.139
11 O 0.869 -0.767 -2.897  0.048
12 O 0.942 -2.034 1.401  -0.242
13 H 1.531 2.498 0.372  0.060
14 H 1.944 0.832 0.099  0.083
15 H 0.649 1.335 1.246  0.032
16 H -2.178 1.431 0.130  0.065
17 H -3.020 3.106 -0.060  0.055
18 H -1.799 2.540 1.229  0.103
19 H -1.344 3.183 -1.833  0.108
20 H -0.539 3.880 -0.299  0.078
21 H 0.777 -2.648 -1.519  0.128
22 H -0.887 -2.660 -1.462  0.142
23 H 0.504 -3.794 0.768  0.114
24 H -1.043 -2.713 0.890  0.121
25 H 1.385 -2.306 3.383  0.071
26 H 2.501 -2.950 2.282  0.106

Results
- ΔE to the lowest compared entry with this formula, charge and spin (eV) = 0.0000
- Kohn-Sham gap (eV) = 10.324
- multiplicity = 1
- total charge = 0
- E_LUMO (eV) = 0.73
- DFT total energy (a.u.) = -613.54809

=====

C5H14ClCrO3SYb | ωB97M-V/def2-TZVPD

Each line ends with the Löwdin charge.
Geometry (Å):
1 Yb 0.281 -0.042 -2.435  1.068
2 Cl 0.904 -1.865 -0.737  0.047
3 C 2.241 1.030 -2.621  -0.393
4 C -0.886 -1.408 -3.785  -0.400
5 H 2.036 1.348 -3.706  -0.059
6 H 2.141 1.801 -1.843  -0.057
7 H 2.931 0.188 -2.455  -0.069
8 H -0.702 -0.769 -4.715  -0.065
9 H -1.891 -1.365 -3.340  -0.062
10 H -0.298 -2.335 -3.675  -0.077
11 Cr -0.313 -0.353 0.479  0.080
12 C -1.877 -1.201 1.502  -0.273
13 C -1.163 0.935 -0.708  -0.499
14 H -2.849 -0.817 1.168  -0.054
15 H -1.819 -2.295 1.327  -0.038
16 H -1.725 -1.029 2.583  -0.051
17 H -2.048 0.803 -1.386  -0.119
18 H -0.677 1.923 -0.906  -0.126
19 C 0.091 1.217 3.543  -0.163
20 S 1.357 0.188 2.776  0.425
21 O 2.073 1.019 1.829  -0.351
22 O 2.079 -0.453 3.867  -0.372
23 O 0.635 -0.919 2.026  -0.548
24 H 0.590 1.980 4.139  0.044
25 H -0.554 0.671 4.231  0.054
26 H -0.555 1.747 2.841  0.056

Results
- expectation value of S² = 8.809
- ΔE to the lowest compared entry with this formula, charge and spin (eV) = 0.3608
- Kohn-Sham gap (alpha / beta) (eV) = 3.523 / 5.360
- multiplicity = 6
- total charge = -2
- E_LUMO (alpha / beta) (eV) = 5.22 / 5.06
- DFT total energy (a.u.) = -3486.01346

=====

C5H14ClGaIO2P | ωB97M-V/def2-TZVPD

Each line ends with the Löwdin charge.
Geometry (Å):
1 C 1.663 -1.207 2.028  -0.680
2 I 2.229 0.572 2.843  0.833
3 H 0.578 -1.258 1.473  -0.009
4 H 1.714 -1.820 2.971  0.021
5 H 2.334 -1.159 1.139  -0.024
6 Ga -2.089 -0.614 0.613  0.498
7 P -0.835 0.288 -0.974  0.786
8 C 0.925 0.591 -1.444  -0.179
9 C -1.373 -1.018 -2.204  -0.202
10 H -2.574 1.861 -1.019  0.046
11 H -1.826 1.837 -2.592  0.087
12 H -1.087 2.711 -1.246  0.086
13 C -1.630 1.814 -1.528  -0.195
14 H -2.316 -1.468 -1.780  0.038
15 H -1.598 -0.518 -3.186  0.100
16 H 1.044 0.859 -2.508  0.100
17 H 1.554 -0.310 -1.306  0.070
18 H -0.564 -1.795 -2.275  0.094
19 H 1.382 1.420 -0.879  0.072
20 C 5.460 0.397 0.225  -0.010
21 O 6.034 0.379 1.210  0.012
22 Cl -4.178 -0.947 0.881  0.373
23 O -1.527 -0.506 2.938  -0.076
24 H -0.947 0.230 3.224  0.064
25 H -2.372 -0.336 3.397  0.096

Results
- ΔE to the lowest compared entry with this formula, charge and spin (eV) = 1.8419
- Kohn-Sham gap (eV) = 5.441
- multiplicity = 1
- total charge = +2
- E_LUMO (eV) = -10.08
- DFT total energy (a.u.) = -3372.73736

=====

C5H14N | ωB97M-V/def2-TZVPD

Each line ends with the Löwdin charge.
Geometry (Å):
1 C -1.100 -1.309 -0.412  0.101
2 C 0.095 -0.338 0.048  -0.365
3 C 1.205 -0.295 -1.122  -0.337
4 C 1.748 -1.700 -1.315  -0.052
5 C 0.725 0.356 -2.405  -0.046
6 N -0.447 0.850 0.224  0.377
7 H -0.637 -2.270 -0.584  0.101
8 H -1.557 -0.929 -1.317  0.102
9 H -1.826 -1.372 0.387  0.101
10 H 0.514 -0.764 0.971  0.166
11 H 1.978 0.313 -0.662  0.145
12 H 1.035 -2.340 -1.841  0.088
13 H 1.999 -2.171 -0.370  0.094
14 H 2.652 -1.653 -1.914  0.104
15 H -0.037 -0.260 -2.897  0.091
16 H 1.552 0.431 -3.098  0.098
17 H 0.306 1.344 -2.218  0.085
18 H -0.719 1.040 1.204  0.146
19 H -4.047 5.368 8.527  -0.001
20 H -3.440 5.699 8.792  0.001

Results
- ΔE to the lowest compared entry with this formula, charge and spin (eV) = 5.3606
- Kohn-Sham gap (eV) = 7.365
- multiplicity = 1
- total charge = +1
- E_LUMO (eV) = -8.41
- DFT total energy (a.u.) = -253.22125

=====

C5H14N | ωB97M-V/def2-TZVPD

Each line ends with the Löwdin charge.
Geometry (Å):
1 C -0.385 -0.507 1.650  0.052
2 C -0.734 -0.332 0.136  -0.382
3 C 0.405 -0.512 -0.873  -0.382
4 C 0.834 -1.942 -0.895  -0.050
5 C 1.524 0.564 -0.804  -0.042
6 N -1.169 0.995 0.068  0.434
7 H 0.414 0.205 1.951  0.112
8 H -1.291 -0.357 2.286  0.113
9 H 0.009 -1.504 1.844  0.112
10 H -1.483 -1.043 -0.167  0.144
11 H -0.013 -0.231 -1.862  0.152
12 H 1.542 -2.190 -0.089  0.099
13 H -0.054 -2.615 -0.812  0.107
14 H 1.365 -2.236 -1.830  0.118
15 H 2.009 0.625 0.170  0.085
16 H 2.055 0.471 -1.729  0.084
17 H 1.092 1.625 -0.909  0.104
18 H -2.155 1.123 -0.113  0.123
19 H -1.819 4.032 0.666  0.008
20 H -2.146 3.829 1.311  0.008

Results
- ΔE to the lowest compared entry with this formula, charge and spin (eV) = 6.1756
- Kohn-Sham gap (eV) = 6.907
- multiplicity = 1
- total charge = +1
- E_LUMO (eV) = -8.96
- DFT total energy (a.u.) = -253.19130